1.
A molecular structure, C28H30N4O7P2RuSSi. Source: the OMol25 dataset; level of theory: the ωB97M-V functional and the def2-TZVPD basis.

The geometry in ORCA input format:
```
! RIJCOSX wB97M-V def2-TZVPD def2/J DEFGRID3
* xyz -1 6
Ru -0.113 -0.991 -0.270
N -0.106 -5.445 0.130
C -0.386 -4.125 -0.108
S 0.736 -2.985 0.611
N -1.450 -3.864 -0.800
N -1.645 -2.524 -0.980
C -2.655 -2.200 -1.723
C -2.911 -0.868 -2.124
C -3.672 -0.693 -3.333
C -3.548 0.420 -4.073
C -2.546 1.469 -3.683
C -2.281 1.459 -2.212
C -2.317 0.301 -1.491
O -1.801 0.219 -0.278
H 0.838 -5.665 0.392
H -0.591 -6.108 -0.454
H -3.255 -3.004 -2.150
H -4.274 -1.528 -3.678
H -4.055 0.519 -5.026
H -2.894 2.460 -3.994
H -1.797 2.323 -1.768
N 2.277 0.805 -4.614
C 1.347 1.114 -3.451
C 1.015 2.593 -3.479
P 2.422 0.705 -1.992
O 2.901 -0.787 -2.428
O 3.603 1.594 -2.099
O 1.522 0.660 -0.787
P -0.144 -0.060 -3.562
O 0.100 -0.613 -5.121
O -1.328 1.231 -4.418
O 0.323 -1.263 -2.710
H 2.942 1.569 -4.729
H 1.723 0.605 -5.453
H 2.800 -0.042 -4.353
H 1.929 3.179 -3.354
H 0.358 2.815 -2.638
H 0.483 2.873 -4.389
H 2.089 -1.348 -2.436
H -0.615 -0.182 -5.613
C 0.576 4.636 1.938
C 1.568 3.867 2.525
C 1.480 2.479 2.498
C 0.408 1.830 1.884
C -0.584 2.626 1.300
C -0.502 4.009 1.326
Si 0.268 -0.059 1.889
C 1.848 -0.689 2.711
C 3.056 -0.608 2.008
C 4.242 -1.057 2.566
C 4.246 -1.601 3.845
C 3.060 -1.693 4.557
C 1.874 -1.239 3.992
C -1.180 -0.480 3.037
C -1.676 0.465 3.938
C -2.719 0.162 4.805
C -3.293 -1.099 4.785
C -2.820 -2.053 3.894
C -1.778 -1.744 3.032
H 0.643 5.718 1.954
H 2.416 4.344 3.002
H 2.270 1.896 2.956
H -1.422 2.140 0.816
H -1.283 4.603 0.864
H 3.059 -0.188 1.007
H 5.165 -0.985 2.002
H 5.172 -1.955 4.283
H 3.057 -2.121 5.552
H 0.950 -1.321 4.555
H -1.242 1.459 3.958
H -3.086 0.915 5.493
H -4.110 -1.337 5.456
H -3.268 -3.040 3.867
H -1.421 -2.500 2.342
*
```

For the energy above the lowest of the compared OMol25 structures with the same formula, charge and spin, the calculation gives 78.8 kcal/mol. The value obtained for the gap between HOMO and LUMO (spin up / spin down) is 6.210 / 6.474 eV.

Results of the Löwdin charge analysis, in e, for atoms 1 through 4: Ru 0.97; N 0.05; C -0.83; S 0.61

---

2.
A molecular structure, C28H30N4Pd at a distorted geometry. Source: the OMol25 dataset; level of theory: the ωB97M-V functional and the def2-TZVPD basis.

The geometry in ORCA input format:
```
! RIJCOSX wB97M-V def2-TZVPD def2/J DEFGRID3
* xyz 0 1
Pd 0.444 -0.241 -0.084
C 2.475 -1.942 0.729
N 2.232 -1.421 -0.622
C 3.056 -0.264 -0.994
C 2.299 0.686 -1.891
C 2.865 1.270 -3.002
C 2.145 2.200 -3.749
C 0.823 2.467 -3.360
C 0.313 1.838 -2.254
N 1.027 0.987 -1.492
C 2.200 -2.458 -1.649
C 0.838 -2.689 -2.289
C 0.689 -3.685 -3.242
C -0.555 -3.881 -3.830
C -1.607 -3.061 -3.431
C -1.369 -2.096 -2.476
N -0.172 -1.904 -1.912
C 1.204 -2.451 1.364
C 1.152 -3.625 2.086
C -0.035 -4.007 2.706
C -1.163 -3.194 2.519
C -1.047 -2.045 1.781
N 0.114 -1.641 1.233
H 2.855 -1.115 1.353
H 3.238 -2.737 0.731
H 3.995 -0.570 -1.484
H 3.323 0.283 -0.073
H 3.879 1.016 -3.283
H 2.591 2.705 -4.590
H 0.212 3.162 -3.913
H -0.699 2.024 -1.921
H 2.536 -3.414 -1.221
H 2.899 -2.196 -2.456
H 1.530 -4.302 -3.526
H -0.695 -4.647 -4.577
H -2.587 -3.180 -3.863
H -2.153 -1.434 -2.130
H 2.039 -4.237 2.182
H -0.080 -4.895 3.317
H -2.110 -3.461 2.963
H -1.889 -1.382 1.624
C 0.503 2.895 1.162
C -0.633 1.980 1.672
C -0.081 1.260 2.924
C -0.976 0.979 0.610
C -1.889 2.758 2.011
C -2.999 2.051 2.466
C -4.192 2.690 2.744
C -4.304 4.060 2.569
C -3.215 4.770 2.100
C -2.022 4.126 1.815
H 1.367 2.275 0.901
H 0.798 3.600 1.938
H 0.198 3.438 0.271
H 0.767 0.636 2.622
H -0.831 0.616 3.376
H 0.253 1.979 3.671
H -1.868 1.211 0.018
H -2.922 0.980 2.589
H -5.040 2.117 3.089
H -5.232 4.565 2.793
H -3.294 5.837 1.945
H -1.200 4.714 1.438
*
```

The value obtained for the gap between HOMO and LUMO (spin up / spin down) is 4.297 / 3.353 eV.

Results of the Löwdin charge analysis, in e, for atoms 1 through 4: Pd 0.89; C -0.13; N -0.24; C -0.14

---

3.
A molecular structure, C28H30NOPtTe at a distorted geometry. Source: the OMol25 dataset; level of theory: the ωB97M-V functional and the def2-TZVPD basis.

The geometry in ORCA input format:
```
! RIJCOSX wB97M-V def2-TZVPD def2/J DEFGRID3
* xyz -1 3
C -0.648 0.294 2.872
C -1.525 0.761 1.832
C -1.716 -0.298 0.892
H -2.037 1.716 1.816
C -0.960 -1.436 1.342
C -0.335 -1.089 2.591
H -0.937 -2.414 0.868
C 1.978 2.142 0.960
C 0.635 2.585 1.196
C -0.129 2.356 -0.002
H 0.289 3.086 2.094
C 0.697 1.661 -0.941
C 2.018 1.523 -0.341
H -2.397 -0.291 0.046
H 0.231 -1.759 3.228
H -0.340 0.843 3.756
H 2.869 1.076 -0.852
H -1.154 2.667 -0.207
H 2.818 2.243 1.637
Pt 0.674 0.226 0.968
C 0.360 1.255 -2.373
C 1.509 1.624 -3.324
C -0.935 1.930 -2.845
H 1.678 2.707 -3.294
H 1.232 1.329 -4.340
H 2.433 1.106 -3.048
H -0.800 3.018 -2.852
H -1.780 1.672 -2.192
H -1.157 1.594 -3.865
C 0.137 -0.279 -2.337
C -0.147 -0.982 -3.661
H -0.704 -0.469 -1.648
H 1.024 -0.776 -1.903
O 0.112 -0.542 -4.782
N -0.739 -2.211 -3.532
C -1.179 -2.862 -2.302
H -0.833 -2.734 -4.395
C -2.590 -2.466 -1.910
C -3.185 -3.108 -0.819
H -2.612 -3.877 -0.292
C -4.480 -2.766 -0.423
H -4.925 -3.266 0.439
C -5.201 -1.798 -1.135
H -6.221 -1.541 -0.835
C -4.615 -1.165 -2.236
H -5.158 -0.411 -2.809
C -3.311 -1.502 -2.628
H -2.863 -1.033 -3.509
H -0.486 -2.632 -1.472
H -1.136 -3.950 -2.459
Te 2.749 -1.172 1.461
C 3.421 -0.037 3.100
C 4.676 0.602 2.979
C 5.140 1.389 4.038
C 4.378 1.524 5.207
C 3.147 0.867 5.328
C 2.665 0.069 4.282
H 5.243 0.460 2.057
H 6.100 1.900 3.948
H 4.746 2.140 6.027
H 2.552 0.974 6.236
H 1.722 -0.476 4.360
*
```

The value obtained for the gap between HOMO and LUMO (spin up / spin down) is 4.398 / 5.391 eV.

Results of the Löwdin charge analysis, in e, for atoms 1 through 4: C -0.21; C -0.24; C -0.20; H 0.09

---

4.
A molecular structure, C28H31AuNOPS5 at a distorted geometry. Source: the OMol25 dataset; level of theory: the ωB97M-V functional and the def2-TZVPD basis.

The geometry in ORCA input format:
```
! RIJCOSX wB97M-V def2-TZVPD def2/J DEFGRID3
* xyz 2 1
Au -0.565 0.433 0.003
O 0.044 -0.630 2.604
C -0.042 -1.109 1.563
C 0.182 -2.413 0.997
C -0.069 -3.532 1.806
C 0.053 -4.796 1.266
C 0.434 -4.960 -0.062
C 0.652 -3.850 -0.872
C 0.503 -2.577 -0.351
P 0.718 -1.076 -1.326
C 0.178 -1.483 -2.994
C -1.178 -1.763 -3.191
C -1.629 -2.124 -4.447
C -0.736 -2.196 -5.509
C 0.609 -1.914 -5.314
C 1.074 -1.548 -4.061
C 2.466 -0.679 -1.411
C 2.839 0.461 -2.128
C 4.179 0.760 -2.283
C 5.144 -0.067 -1.719
C 4.771 -1.189 -0.995
C 3.430 -1.501 -0.833
H -0.362 -3.389 2.838
H -0.143 -5.661 1.885
H 0.554 -5.957 -0.466
H 0.930 -3.977 -1.911
H -1.866 -1.704 -2.354
H -2.676 -2.348 -4.604
H -1.090 -2.467 -6.495
H 1.305 -1.979 -6.140
H 2.122 -1.332 -3.911
H 2.074 1.095 -2.563
H 4.475 1.631 -2.853
H 6.192 0.170 -1.840
H 5.526 -1.837 -0.569
H 3.137 -2.383 -0.278
C -3.644 -0.464 2.736
C -4.307 -0.893 1.426
S -3.212 -0.805 -0.039
C -3.832 0.633 -0.967
C -3.728 1.975 -0.270
S -2.012 2.540 0.022
C -2.057 3.077 1.770
C -2.131 2.000 2.840
S -3.811 1.316 3.101
H -2.587 -0.721 2.745
H -4.123 -0.976 3.570
H -5.198 -0.300 1.222
H -4.602 -1.941 1.481
H -4.878 0.432 -1.200
H -3.265 0.618 -1.900
H -4.221 1.955 0.697
H -4.198 2.735 -0.896
H -2.886 3.780 1.848
H -1.126 3.637 1.878
H -1.851 2.448 3.793
H -1.444 1.187 2.632
S 1.643 2.185 0.526
C 1.949 3.097 1.898
N 2.404 4.340 1.855
C 2.498 5.084 3.107
C 2.531 4.042 4.221
S 1.728 2.546 3.526
H 2.562 4.798 0.970
H 1.635 5.747 3.202
H 3.402 5.691 3.112
H 1.985 4.354 5.106
H 3.546 3.771 4.503
*
```

For the energy above the lowest of the compared OMol25 structures with the same formula, charge and spin, the calculation gives 35.4 kcal/mol. The value obtained for the gap between HOMO and LUMO is 5.799 eV.

Results of the Löwdin charge analysis, in e, for atoms 1 through 4: Au 0.55; O 0.20; C -0.28; C -0.22

---

5.
A molecular structure, C28H31ClN3O2STi at a distorted geometry. Source: the OMol25 dataset; level of theory: the ωB97M-V functional and the def2-TZVPD basis.

The geometry in ORCA input format:
```
! RIJCOSX wB97M-V def2-TZVPD def2/J DEFGRID3
* xyz 1 1
Ti 0.215 -0.264 0.501
C -3.991 0.949 1.313
C -2.868 0.010 1.003
O -1.734 0.510 0.866
C -3.103 -1.409 0.841
C -4.401 -1.950 0.882
C -4.610 -3.284 0.639
C -3.513 -4.109 0.349
C -2.231 -3.606 0.312
C -2.022 -2.253 0.568
O -0.780 -1.777 0.560
H -3.607 1.961 1.400
H -4.477 0.658 2.247
H -4.747 0.906 0.526
H -5.244 -1.308 1.104
H -5.609 -3.696 0.669
H -3.673 -5.164 0.160
H -1.373 -4.236 0.119
N 2.099 1.022 0.125
C 2.615 1.561 -1.154
C 1.661 2.577 -1.740
C 0.344 1.977 -2.179
N -0.416 1.415 -1.037
H 2.009 1.790 0.785
H 2.800 0.419 0.548
H 2.749 0.728 -1.844
H 3.595 2.009 -0.994
H 2.134 3.046 -2.605
H 1.481 3.382 -1.017
H 0.530 1.173 -2.891
H -0.261 2.729 -2.685
H -1.353 1.171 -1.341
H -0.570 2.147 -0.341
C -0.763 -1.236 -2.658
C 0.719 -1.422 -2.466
C 1.493 -1.746 -3.606
C 2.805 -2.066 -3.462
C 3.374 -2.136 -2.169
C 4.700 -2.566 -1.947
C 5.159 -2.676 -0.666
C 4.321 -2.370 0.425
C 3.025 -1.941 0.248
S 1.980 -1.602 1.620
C 2.552 -1.797 -1.080
N 1.253 -1.364 -1.262
H -1.192 -2.190 -2.972
H -0.982 -0.516 -3.449
H -1.280 -0.949 -1.749
H 1.017 -1.750 -4.578
H 3.414 -2.313 -4.324
H 5.327 -2.814 -2.794
H 6.172 -3.010 -0.480
H 4.695 -2.484 1.436
Cl -2.357 5.989 3.201
C -1.545 4.471 3.011
C -0.289 4.426 2.433
C 0.346 3.198 2.279
C -0.247 2.001 2.679
C 0.414 0.669 2.469
C -1.501 2.094 3.283
C -2.150 3.305 3.456
H 0.196 5.344 2.127
H 1.358 3.210 1.885
H -0.040 -0.090 3.114
H 1.470 0.706 2.717
H -1.978 1.187 3.644
H -3.117 3.353 3.941
*
```

For the energy above the lowest of the compared OMol25 structures with the same formula, charge and spin, the calculation gives 0.0 kcal/mol. The value obtained for the gap between HOMO and LUMO is 7.007 eV.

Results of the Löwdin charge analysis, in e, for atoms 1 through 4: Ti 0.94; C 0.02; C -0.30; O -0.10

---

6.
2 unconnected molecules or ions with the total composition C28H31N5O2 at a distorted geometry. Source: the OMol25 dataset; level of theory: the ωB97M-V functional and the def2-TZVPD basis.

The geometry in ORCA input format:
```
! RIJCOSX wB97M-V def2-TZVPD def2/J DEFGRID3
* xyz 0 1
C -6.132 0.841 -1.197
C -6.270 -0.477 -0.454
N -5.056 -1.262 -0.521
C -5.236 -2.680 -0.277
C -4.021 -3.475 -0.717
C -2.773 -2.927 -0.037
C -2.659 -1.446 -0.190
C -3.831 -0.669 -0.428
C -3.692 0.750 -0.542
C -2.444 1.339 -0.473
C -1.251 0.575 -0.293
C 0.018 1.203 -0.347
C 1.250 0.588 -0.662
C 2.455 1.354 -0.585
C 3.701 0.767 -0.661
C 3.827 -0.649 -0.820
N 5.048 -1.252 -0.749
C 6.270 -0.478 -0.802
C 6.144 0.839 -0.058
C 4.921 1.617 -0.528
C 5.219 -2.672 -0.983
C 3.994 -3.454 -0.550
C 2.755 -2.892 -1.240
C 2.644 -1.413 -1.046
C 1.412 -0.780 -1.072
C -1.428 -0.826 -0.066
C -4.899 1.609 -0.732
H -6.061 0.652 -2.275
H -7.024 1.447 -1.024
H -6.531 -0.272 0.600
H -7.086 -1.074 -0.881
H -5.426 -2.858 0.798
H -6.133 -3.009 -0.820
H -4.161 -4.528 -0.464
H -3.912 -3.403 -1.806
H -2.801 -3.186 1.035
H -1.882 -3.409 -0.451
H -2.358 2.424 -0.601
H 0.045 2.267 -0.108
H 2.383 2.438 -0.450
H 7.075 -1.086 -0.370
H 6.540 -0.275 -1.854
H 6.067 0.651 1.020
H 7.042 1.438 -0.229
H 5.146 2.093 -1.496
H 4.702 2.428 0.175
H 5.418 -2.856 -2.055
H 6.109 -3.004 -0.432
H 4.128 -4.509 -0.802
H 3.880 -3.381 0.539
H 2.801 -3.135 -2.314
H 1.859 -3.381 -0.844
H 0.543 -1.346 -1.416
H -0.565 -1.435 0.211
H -4.659 2.397 -1.457
H -5.132 2.122 0.215
N -0.105 3.457 1.635
C -0.678 4.703 1.760
N -0.604 5.223 3.007
C 0.056 4.250 3.711
N 0.330 4.418 5.095
O 0.940 3.490 5.669
O -0.043 5.452 5.655
C 0.374 3.152 2.887
H -1.149 5.242 0.935
H 0.904 2.274 3.231
*
```

For the energy above the lowest of the compared OMol25 structures with the same formula, charge and spin, the calculation gives 94.2 kcal/mol. The value obtained for the gap between HOMO and LUMO is 4.857 eV.

Results of the Löwdin charge analysis, in e, for atoms 1 through 4: C -0.17; C -0.16; N -0.07; C -0.16

---

no.,E_tot (eV)
1,-89692.579
2,-38958.871
3,-43598.343
4,-100220.710
5,-84576.218
6,-41081.093